# 1
Entry from the OMol25 dataset: a single C13H16N2O molecule (wB97M-V/def2-TZVPD).

Last column: natural (NBO) charge in e.
Atoms and positions in Å:
O -0.28 -1.67 0.98  -0.5101
N -1.74 0.98 3.10  -0.3464
N -1.44 2.81 4.30  -0.4533
C 0.92 0.48 -1.77  -0.1827
C 0.46 -1.73 -2.55  -0.1830
C -0.39 -0.80 2.08  -0.0674
C -1.97 1.84 5.09  -0.0923
C 0.11 -1.18 -0.24  0.3665
C 0.54 0.12 -0.49  -0.3298
C -1.67 0.06 2.01  -0.2350
C -2.15 0.70 4.38  -0.1133
C 2.84 -0.32 -4.36  -0.5925
C 0.08 -2.10 -1.28  -0.2751
C 0.89 -0.43 -2.82  -0.0466
C 1.35 -0.04 -4.20  -0.4107
C -1.31 2.26 3.12  0.1617
H -0.92 2.76 2.26  0.1922
H -2.54 -0.60 2.02  0.2148
H -0.44 -1.45 2.96  0.1991
H -2.18 2.04 6.13  0.2079
H -2.55 -0.26 4.65  0.2149
H 1.16 1.03 -4.36  0.2064
H 0.59 0.86 0.29  0.2128
H 3.17 -0.04 -5.36  0.2069
H -0.25 -3.10 -1.07  0.2227
H 0.49 -0.15 2.18  0.1777
H 0.79 -0.60 -4.95  0.2064
H -1.68 0.62 1.07  0.2189
H 3.04 -1.38 -4.22  0.2047
H 0.43 -2.45 -3.35  0.2102
H 3.42 0.24 -3.63  0.2049
H 1.25 1.49 -1.95  0.2094

* Kohn-Sham gap: 9.303 eV
* relative energy (zero: lowest compared OMol25 entry of this formula, charge and spin): 93.1 kJ/mol

---

# 2
Entry from the OMol25 dataset: a molecular structure, CHCdLiO3 (wB97M-V/def2-TZVPD).

Last column: natural (NBO) charge in e.
Atoms and positions in Å:
Cd 0.20 -0.58 1.67  1.0717
O 0.39 1.54 0.72  -0.5729
O -0.54 -1.29 -0.41  -0.3297
O -0.47 -0.35 -1.16  -0.1610
C 0.03 1.61 -0.40  0.6455
Li 1.36 -1.35 0.02  0.9080
H -0.96 0.42 -0.45  0.4384

* charge: +2
* Kohn-Sham gap (spin up / spin down): 8.384 / 7.530 eV

---

# 3
Entry from the OMol25 dataset: a single C4H4FNO molecule (wB97M-V/def2-TZVPD).

Last column: natural (NBO) charge in e.
Atoms and positions in Å:
F 0.79 2.10 -1.43  -0.2941
O 0.52 -1.37 -0.36  -0.4869
N -1.56 2.06 0.70  -0.2678
C 0.36 1.05 -0.72  0.1568
C -0.43 -1.28 0.80  -0.2739
C -0.69 1.40 0.19  0.1683
C 0.91 -0.14 -0.82  0.1504
H -0.16 -0.26 1.38  0.1961
H 1.76 -0.27 -1.62  0.2163
H -0.15 -2.19 1.51  0.2310
H -1.36 -1.10 0.37  0.2037

* Kohn-Sham gap: 10.274 eV
* relative energy (zero: lowest compared OMol25 entry of this formula, charge and spin): 275.3 kJ/mol

---

# 4
Entry from the OMol25 dataset: a molecular structure, C27H33N10S5Ti (wB97M-V/def2-TZVPD).

Last column: Löwdin spin population.
Atoms and positions in Å:
Ti -1.14 -0.78 0.15  1.0164
S 1.04 -4.52 -1.68  0.0029
S -0.71 0.96 -1.61  0.0160
S -5.02 -2.53 -1.86  0.0011
S 3.50 0.89 -1.26  0.0004
S -1.41 3.93 -1.17  0.0189
N -2.32 -1.78 1.59  0.1276
N 2.14 1.22 -3.60  -0.0001
N 2.19 -2.22 -1.01  0.0054
N -2.76 -1.49 -1.26  0.0096
N -2.29 2.06 0.31  -0.0106
N 0.61 2.79 2.42  0.0005
N -2.28 0.74 0.77  0.1747
N -4.52 0.06 -1.28  0.0054
N -0.18 -2.33 -1.08  0.0169
N 4.25 1.50 -3.82  0.0000
C -2.55 -2.83 -1.50  0.0037
C -0.53 2.20 3.19  0.0015
C -3.28 -3.58 2.85  0.0820
C 1.68 3.24 3.35  0.0000
C -4.09 -1.35 3.19  0.0497
C 3.30 1.20 -2.91  0.0000
C -3.18 -0.90 2.20  0.0821
C 1.03 -2.85 -1.20  0.0073
C 1.14 1.88 1.32  0.0012
C 5.67 1.60 -3.51  0.0000
C -4.13 -2.67 3.51  0.0416
C -0.68 -4.50 -1.76  -0.0006
C -2.40 -3.09 1.92  0.0244
C -0.33 3.91 -2.61  0.0022
C 3.68 1.71 -5.07  0.0000
C 2.35 1.54 -4.93  0.0000
C -1.55 2.22 -0.74  0.0465
C -1.15 -3.29 -1.44  0.0062
C -3.16 0.44 1.74  0.2401
C 1.47 0.49 1.76  0.0011
C 0.58 -0.57 1.49  -0.0079
C 2.19 -2.05 2.63  -0.0002
C -3.63 -3.56 -1.81  0.0005
C 3.07 -0.99 2.83  0.0030
C 0.99 -1.82 1.97  0.0023
C 2.70 0.27 2.39  -0.0006
C -4.03 -1.18 -1.43  0.0035
H 1.24 1.15 -3.13  0.0000
H 0.61 3.41 -2.39  0.0002
H 1.56 1.62 -5.64  0.0000
H -4.73 -0.63 3.67  0.0004
H 0.35 -2.69 1.81  0.0004
H 0.36 1.86 0.56  0.0012
H 2.32 -1.22 -0.84  0.0003
H 3.41 1.09 2.49  -0.0001
H 2.05 2.38 3.89  0.0000
H -0.21 1.25 3.59  0.0003
H 3.04 -2.75 -1.04  0.0002
H -3.71 -4.61 -2.02  0.0001
H 1.26 3.97 4.04  0.0000
H 2.49 3.69 2.77  0.0000
H 0.25 3.61 1.93  0.0000
H -4.82 -3.03 4.26  0.0006
H -3.87 0.82 -1.10  0.0005
H -1.36 2.06 2.50  0.0017
H 2.01 2.40 0.91  0.0001
H -0.81 3.44 -3.46  0.0006
H 4.27 1.96 -5.93  0.0000
H 4.02 -1.15 3.30  0.0002
H -1.23 -5.37 -2.07  0.0000
H 5.88 2.53 -2.98  0.0000
H -3.85 1.18 2.11  0.0138
H -1.72 -3.74 1.40  0.0004
H 6.23 1.57 -4.44  0.0000
H -0.14 4.96 -2.84  -0.0001
H 2.45 -3.05 2.96  -0.0001
H -3.30 -4.64 3.07  0.0045
H 5.96 0.77 -2.87  0.0000
H -5.46 0.28 -1.53  0.0001
H -0.80 2.90 3.98  0.0001

* charge: +1
* Kohn-Sham gap (spin up / spin down): 6.320 / 7.241 eV
* spin multiplicity: 3
* relative energy (zero: lowest compared OMol25 entry of this formula, charge and spin): 20.4 kJ/mol

---

no.,E (Eh)
1,-689.7134
2,-438.6913
3,-384.5707
4,-4436.5508